Entry 1:
Density functional theory data (ωB97M-V/def2-TZVPD) for a molecular structure, C27H46N10O4P2RhS2Se.

net charge	+1
spin multiplicity	1

Cartesian coordinates (Å):
Rh 1.240642 -0.417542 -1.467180
C -1.986834 -1.737612 2.139264
N -1.238963 -2.674793 1.314821
C -0.399574 -3.622791 2.047924
P -1.091271 -2.625992 -0.304449
O 0.268989 -2.306043 -0.828013
O -2.225828 -1.553376 -0.712771
P -2.137777 -0.030079 -1.279889
O -0.724545 0.425807 -1.252019
N -3.030501 0.846559 -0.240332
C -4.324289 0.408330 0.271928
C -2.736751 2.271741 -0.052182
N -2.874842 -0.081812 -2.729641
C -2.490012 -1.139241 -3.668153
C -4.254016 0.371779 -2.906457
N -1.563281 -4.072977 -0.880454
C -1.119569 -4.520636 -2.203996
C -2.817065 -4.673411 -0.430484
H -2.422434 -2.277755 2.981565
H -2.792824 -1.278844 1.573908
H -1.340618 -0.945851 2.532304
H -1.019482 -4.275645 2.666909
H 0.304480 -3.093090 2.692471
H 0.168302 -4.243498 1.356089
H -4.496371 -0.642284 0.042779
H -5.141638 0.992021 -0.157816
H -4.351124 0.536384 1.356651
H -1.743778 2.506870 -0.427641
H -2.774184 2.510233 1.012607
H -3.467895 2.894701 -0.573824
H -1.488887 -1.493286 -3.457565
H -2.486713 -0.742567 -4.682980
H -3.196860 -1.974619 -3.611887
H -4.433976 1.287901 -2.352431
H -4.981206 -0.388861 -2.605392
H -4.403864 0.589711 -3.962605
H -0.187507 -4.030225 -2.470780
H -1.872719 -4.304101 -2.967276
H -0.954599 -5.598312 -2.179081
H -3.053785 -4.345453 0.580329
H -2.714411 -5.758720 -0.424685
H -3.647246 -4.408405 -1.092483
S 2.037145 1.666749 -1.842100
C 1.446066 2.004815 -3.455107
C 1.428593 3.380285 -3.854527
N 1.404378 4.491112 -4.152600
C 1.053023 1.014256 -4.263251
S 1.163777 -0.659526 -3.757011
C 0.577865 1.243956 -5.595259
N 0.183424 1.365807 -6.669416
C 4.504161 -1.723751 -4.665556
N 4.954670 -0.813273 -3.608006
C 5.901046 0.171522 -3.784249
C 6.056979 0.789544 -2.593782
N 5.205621 0.170596 -1.707828
C 5.072588 0.501366 -0.291971
C 4.519594 -0.791444 -2.338423
Se 3.205370 -1.895036 -1.561134
H 5.278580 -1.765055 -5.426721
H 3.573719 -1.365654 -5.089922
H 4.350670 -2.713359 -4.248361
H 6.378824 0.340617 -4.733184
H 6.695208 1.604402 -2.300481
H 5.849841 1.215435 -0.036591
H 5.189990 -0.399637 0.302832
H 4.094097 0.945021 -0.106004
C 0.010863 4.963942 5.130358
C -1.019682 4.192936 4.319738
N -0.560420 2.851773 3.937017
C -1.158126 1.710882 4.620456
C -0.756084 1.600974 6.084581
C 0.312382 2.779010 2.902742
O 0.679018 3.758451 2.274735
C 0.868164 1.434956 2.505647
C 1.585460 0.617089 3.363752
C 2.160375 -0.541663 2.861700
C 2.004166 -0.841174 1.521711
N 1.332090 -0.040855 0.685963
C 0.783323 1.075510 1.169428
H -0.398200 5.927669 5.436533
H 0.900997 5.147299 4.530622
H 0.297676 4.415114 6.028591
H -1.256041 4.740930 3.408231
H -1.942356 4.064928 4.886416
H -0.891436 0.802640 4.085435
H -2.245330 1.808697 4.548698
H 0.329625 1.567420 6.193473
H -1.175617 0.695285 6.525148
H -1.123237 2.451944 6.659866
H 1.704443 0.886421 4.406862
H 2.731153 -1.206453 3.496439
H 2.431054 -1.737140 1.090458
H 0.275336 1.710447 0.456971

Atoms 1-2, force components in eV/Å:
Rh -0.359 -0.495 0.484
C 0.072 0.020 -0.006

---

Entry 2:
Density functional theory data (ωB97M-V/def2-TZVPD) for C5H4N2 in the gas phase.

net charge	0
spin multiplicity	1
SMILES	N#CC#C[C@@H]1CN1

Cartesian coordinates (Å):
N 1.299791 0.776320 3.345376
C 0.956433 0.458788 2.273037
C 0.615396 0.114524 0.968247
C 0.401243 -0.141090 -0.187293
C -0.032943 -0.510726 -1.543353
C -1.119821 0.348915 -2.143313
N -1.440954 -0.968983 -1.695090
H 0.692567 -1.023603 -2.194349
H -1.509146 1.164628 -1.548601
H -1.191448 0.483822 -3.211952
H -1.925672 -0.898675 -0.801053

Atoms 1-2, force components in eV/Å:
N -0.764 -0.660 -2.012
C 0.666 0.546 1.466

---

Entry 3:
Density functional theory data (ωB97M-V/def2-TZVPD) for a molecular structure, C13H24BBr12F4InNO.

net charge	-1
spin multiplicity	1

Cartesian coordinates (Å):
C 3.147206 0.020805 4.644540
C 2.521166 1.251621 3.997859
C 1.418110 0.765889 3.055800
C 0.959335 1.807977 2.047321
C 0.438303 1.267591 0.690957
In -0.526541 -0.785970 0.712398
B -2.703872 -0.568879 1.366365
O -3.022729 0.479308 2.246937
N -3.847709 -1.440464 0.964219
C -4.935281 -0.659140 0.351809
C -4.385479 -2.007181 2.218809
C -0.229871 -1.808028 -1.311970
F 0.873525 -1.235683 -1.951017
F -1.275376 -1.716680 -2.166627
C 0.158963 -3.264181 -1.220024
F -0.942933 -4.026308 -1.050049
F 1.013028 -3.462456 -0.215783
H 3.483671 -0.628852 3.850486
H 2.332956 -0.507589 5.122282
H 3.933020 0.256356 5.350111
H 2.132902 1.933620 4.745110
H 3.237896 1.744298 3.355650
H 1.851392 -0.052309 2.504982
H 0.570445 0.384674 3.614051
H 1.824613 2.439105 1.847732
H 0.220416 2.460404 2.500964
H -0.289928 1.984726 0.335168
H 1.275340 1.283865 0.002516
H 0.295855 -1.794834 1.946447
H -2.343485 0.503020 2.936336
H -5.765929 -1.332042 0.178908
H -5.275039 0.128874 1.024883
H -4.606976 -0.215906 -0.576927
H -4.954618 -1.268145 2.788398
H -3.594140 -2.380878 2.857704
H -5.061305 -2.807048 1.941670
H 0.654166 -3.592345 -2.137455
C 5.528760 -3.189204 5.431255
Br 4.577479 -2.907368 7.083953
Br 4.328739 -3.507268 3.965077
Br 6.746063 -1.741177 5.058098
H 6.126279 -4.079195 5.557539
C 1.303084 2.381926 -3.229152
Br -0.604749 2.203175 -3.160696
Br 1.885458 2.821970 -5.015286
Br 1.976022 3.634611 -1.934349
H 1.715127 1.411730 -2.985094
C -2.915758 3.792878 -6.334941
Br -3.940995 4.037918 -4.724714
Br -4.040462 3.749010 -7.900538
Br -1.520426 5.109075 -6.497105
H -2.433659 2.827492 -6.261885
C 0.599144 0.165518 -7.517081
Br 1.392844 -0.854758 -8.948108
Br -1.256290 0.558568 -7.869645
Br 0.833666 -0.684534 -5.813562
H 1.118577 1.112422 -7.474325

Atoms 1-2, force components in eV/Å:
C -0.598 0.558 -0.171
C -0.361 -0.753 -0.337

---

Relative energy (zero: lowest compared OMol25 entry of this formula, charge and spin): 0.0 69.1 0.0 (kcal/mol)
Frontier orbital gap: 6.8 10.5 5.9 (eV)